Record 1
# C7H8InO2

A structure of composition C7H8InO2 at a distorted geometry (ωB97M-V with the def2-TZVPD basis set, the Open Molecules 2025 dataset).

Total charge ... -1
E_HOMO ... -0.1871 Ha
DFT total energy ... -16657.2847 eV

Each line ends with the Mulliken charge.
Cartesian coordinates (Å):
O -1.478611 1.899029 1.282928  -0.567
C -0.824427 1.489215 0.341966  0.083
O -0.836148 2.043902 -0.868157  -0.623
In -2.429692 1.336801 -2.060546  0.653
C 0.137030 0.273951 0.543665  0.549
C 1.556042 0.583265 0.659638  -0.267
C 2.539909 -0.448310 0.885639  -0.449
C 2.101019 -1.825182 0.986588  -0.345
C 0.695020 -2.149172 0.854824  -0.426
C -0.286660 -1.107397 0.622093  -0.210
H -2.958745 -0.320234 -1.660698  -0.305
H -3.759024 2.552057 -1.988964  -0.328
H -1.818685 1.359729 -3.762820  -0.327
H 1.871919 1.649996 0.581107  0.297
H 3.616107 -0.180134 0.963600  0.309
H 2.857990 -2.619786 1.164047  0.308
H 0.383863 -3.211530 0.949421  0.308
H -1.366906 -1.326201 0.505670  0.340

Forces on the atoms, in the same order (eV/Å):
O 0.3 -0.4 0.1
C 0.0 0.3 -0.9
O 0.5 -1.2 1.6
In -1.0 0.1 -1.4
C 1.6 -0.8 0.0
C -0.5 -1.3 0.1
C -1.9 -0.4 -0.2
C -1.0 1.2 -0.2
C 0.6 1.5 -0.1
C 1.5 0.7 0.3
H 0.3 0.3 0.3
H 0.4 -0.3 0.2
H 0.1 0.0 0.4
H -0.3 -1.0 0.0
H -1.0 -0.3 0.0
H -0.8 0.6 -0.2
H 0.2 0.9 -0.2
H 0.9 0.0 0.1


Record 2
# C2H3LiO2Ru

A structure of composition C2H3LiO2Ru at a distorted geometry (ωB97M-V with the def2-TZVPD basis set, the Open Molecules 2025 dataset).

⟨S²⟩ ... 12.0127
Multiplicity ... 7
Total charge ... +2
E_HOMO (spin up / spin down) ... -0.6628 / -0.7508 Ha
DFT total energy ... -8979.2175 eV

Each line ends with the Mulliken charge.
Cartesian coordinates (Å):
H -2.601112 0.372252 -2.117872  0.207
O 0.219473 -1.048399 0.975065  -0.713
C 1.173043 -0.378884 0.442148  0.145
C 0.756032 0.746014 -0.331458  0.123
O -0.505510 0.982546 -0.377147  -0.618
Li -1.048680 -0.650024 2.329877  0.948
Ru -1.617609 -0.614094 -0.499731  1.080
H 2.223834 -0.532419 0.714342  0.423
H 1.400529 1.123008 -1.135223  0.404

Forces on the atoms, in the same order (eV/Å):
H 0.0 -0.2 0.0
O -1.0 -0.4 0.2
C 0.1 1.2 0.5
C 1.4 -1.0 -1.0
O -0.2 1.2 -0.1
Li 0.6 -0.2 1.0
Ru -0.7 -0.9 -0.8
H -0.3 -0.4 -0.3
H 0.0 0.6 0.6